A structure of composition C23H27N2O9S2Zr at a distorted geometry. Source: the OMol25 dataset; level of theory: ωB97M-V with the def2-TZVPD basis set.

Structure (XYZ):
```
64
Properties=species:S:1:pos:R:3:forces:R:3
Zr -0.68055 -1.69252 0.16132 0.7 0.2 -1.0
O -3.88797 -4.63360 0.49855 0.8 2.0 0.2
C -3.12174 -3.69802 -0.11132 -0.6 1.3 2.0
O -2.68240 -2.67953 0.50803 -0.6 -2.3 -1.2
C -2.89658 -3.90274 -1.60440 0.8 -1.6 0.3
O -1.62191 -3.43255 -2.03190 -0.9 -1.3 0.3
C -0.64513 -4.50492 -2.20682 -0.3 0.4 -0.8
C 0.35968 -4.46192 -1.06208 0.6 -0.3 0.4
O 1.28348 -5.23220 -1.00001 -0.6 0.5 -0.2
O 0.07308 -3.55742 -0.12540 -0.3 0.1 0.0
H -4.12843 -4.39814 1.45840 0.7 -0.1 -1.8
H -3.02146 -5.01771 -1.70535 0.1 1.1 -0.5
H -3.62464 -3.36913 -2.20379 -0.6 0.0 0.3
H -1.10041 -5.52377 -2.25176 0.1 0.8 0.2
H -0.21972 -4.34155 -3.22579 0.2 0.0 1.0
C -3.29237 1.38372 4.43781 1.5 -1.6 0.9
C -2.25885 2.19188 3.66052 -0.9 0.1 1.0
N -0.94447 1.60902 3.65523 1.6 -0.2 0.7
C 0.05992 2.39956 4.49470 -1.7 1.5 -0.2
C 0.53213 3.63379 3.70529 2.0 -1.1 -0.4
C -0.58309 0.57857 2.87928 -0.5 0.0 0.0
S -1.81996 -0.35425 2.03517 0.0 0.3 0.7
N 0.72498 0.30760 2.83718 1.3 0.8 -0.2
C 1.44829 -0.42210 2.03877 -0.9 -0.3 0.6
O 0.95897 -1.38190 1.23637 0.2 1.4 0.4
C 2.92152 -0.31865 2.11473 1.0 -0.6 -1.0
C 3.59926 -1.45961 1.64142 -0.3 -0.3 0.1
C 4.96929 -1.59050 1.76361 0.8 0.9 0.8
C 5.75825 -0.47669 2.13101 0.1 -0.7 0.0
C 5.10510 0.71160 2.52572 0.4 -0.3 -0.9
C 3.70791 0.78999 2.53058 -0.3 -0.8 -0.3
H -3.21495 1.51462 5.53452 0.0 0.0 -0.6
H -3.15826 0.30291 4.21990 0.0 0.6 0.3
H -4.26816 1.57306 4.11256 -1.5 0.7 -0.4
H -2.15034 3.16083 4.18661 -0.2 -0.3 -0.9
H -2.58578 2.27343 2.63908 -0.2 0.5 -0.4
H 0.88682 1.77724 4.73959 0.4 -0.5 0.3
H -0.44947 2.84051 5.43968 0.5 -1.4 -1.5
H 1.18050 4.22770 4.36851 -0.2 -0.1 -0.2
H -0.23809 4.28562 3.34268 -0.6 0.1 -0.2
H 1.19262 3.29007 2.84637 -0.9 0.5 0.8
H 3.04507 -2.27273 1.15825 0.1 0.3 0.6
H 5.43864 -2.56463 1.73621 0.0 0.0 -0.8
H 6.89003 -0.60638 2.05849 -1.7 0.5 0.4
H 5.73025 1.59414 2.68417 -0.5 -0.2 0.2
H 3.21253 1.72494 2.72394 -0.1 0.2 0.4
C -0.26361 3.26504 -6.97417 -1.4 -0.2 -0.1
C -0.50498 2.39848 -5.72588 1.5 0.8 0.4
C -0.08486 1.06008 -5.70923 -0.8 -1.2 1.9
C -0.25798 0.21115 -4.57258 -0.6 1.8 -0.1
C -0.67581 0.80687 -3.34939 0.6 0.5 -1.2
C -1.04060 2.14726 -3.35564 -0.3 1.4 -0.6
C -0.98050 2.95134 -4.52485 -0.9 -0.6 0.1
S 0.08056 0.21909 -1.88405 -2.3 -0.7 0.9
O 1.37563 0.79009 -1.87509 0.3 -0.1 0.4
O -0.77759 0.43601 -0.62204 0.8 0.3 -0.7
O -0.05695 -1.28352 -1.89613 1.1 -0.5 -0.2
H -1.10776 3.99058 -7.11173 0.7 -0.6 0.2
H -0.34158 2.55224 -7.80061 0.3 0.4 -0.2
H 0.66834 3.85190 -7.05924 -0.3 -0.6 0.5
H 0.43840 0.56701 -6.49635 -0.1 0.1 -1.0
H -0.18804 -0.86272 -4.64335 0.8 -0.1 0.0
H -1.39976 2.61916 -2.44359 0.3 -0.1 0.0
H -1.36654 4.00230 -4.53173 0.5 -1.1 0.2
```
Positions in Å, forces in eV/Å.

Calculated values
Molecular weight = 630.83 g/mol
Gap between HOMO and LUMO = 7.9561 eV
LUMO = -3.53 eV
Charge = +1
Largest force on an atom = 2.6 eV Å⁻¹
Energy relative to the best compared isomer or geometry (same formula, charge and spin) = 145.2 kJ/mol
Electronic energy = -68645.534 eV
Multiplicity = 1

Löwdin population analysis, charges in e, atoms 1 to 8: 1.75 0.16 -0.34 -0.13 -0.08 -0.18 -0.05 -0.54